Entry one
Molecular formula: C7H8N3O3
Method: DFT, ωB97M-V with the def2-TZVPD basis set

Each line ends with the Löwdin charge.
Element x y z (Å)
C  1.505  -1.524  -0.015  -0.05
C  0.144  -1.550  0.326  -0.17
C  1.207  0.884  0.092  0.00
C  -0.116  0.749  0.486  -0.37
C  2.050  -0.254  -0.074  -0.23
C  -0.762  -0.489  0.593  -0.10
C  -0.895  1.961  0.915  -0.11
N  -2.929  -0.722  -1.431  0.00
N  -3.219  -0.006  -0.276  -0.17
N  3.370  -0.080  -0.525  -0.37
O  -3.828  -0.653  0.587  -0.12
O  4.175  -1.042  -0.402  -0.01
O  3.645  0.973  -1.052  0.05
H  2.293  -2.266  0.041  0.10
H  -0.260  -2.581  0.505  0.07
H  1.710  1.876  0.121  0.11
H  -1.441  1.806  1.854  0.07
H  -0.188  2.835  1.066  0.07
H  -1.535  2.319  0.064  0.07
H  -1.971  -0.461  -1.658  0.06
H  -2.953  -1.776  -1.218  0.11

**Total charge**: -1
**Gap between HOMO and LUMO**: 6.48 eV

---

Entry two
Molecular formula: C7H8N3O3
Method: DFT, ωB97M-V with the def2-TZVPD basis set

Each line ends with the Löwdin charge.
Element x y z (Å)
C  0.628  1.742  1.177  0.01
C  0.177  2.457  0.176  -0.19
C  0.857  0.278  1.419  -0.44
C  -1.712  -0.197  -0.826  -0.26
C  0.549  0.368  -1.736  -0.28
C  -0.306  -0.185  -0.685  -0.32
C  0.298  -2.046  0.779  -0.23
N  -2.552  -0.445  0.150  0.03
N  0.274  0.636  -2.996  0.00
N  0.362  -0.563  0.506  -0.01
O  -0.316  3.260  -0.521  0.15
O  1.539  -0.099  2.382  -0.01
O  0.282  -2.466  2.072  -0.03
H  1.181  2.382  1.732  0.08
H  -1.816  0.328  -1.799  0.10
H  1.627  0.510  -1.371  0.12
H  1.155  -2.398  0.168  0.13
H  -0.749  -2.494  0.445  0.16
H  -3.492  -0.240  -0.147  -0.01
H  0.994  1.201  -3.391  -0.02
H  1.019  -2.026  2.466  0.05

**Total charge**: -1
**Gap between HOMO and LUMO**: 6.85 eV

---

Unit: eV. Relative energies: entry one 4.952; entry two 0.000.

---

Entry one
Molecular formula: C11H14OSi
Method: DFT, ωB97M-V with the def2-TZVPD basis set

Each line ends with the Löwdin charge.
Element x y z (Å)
C  -1.346  -3.640  1.044  -0.06
C  -0.816  -2.754  2.044  -0.10
C  -0.971  -3.426  -0.318  -0.07
C  -0.007  -1.708  1.750  -0.07
C  -0.180  -2.300  -0.582  -0.08
C  0.355  -1.473  0.370  -0.32
C  1.757  2.728  -2.589  -0.06
C  -1.350  2.945  1.211  -0.05
C  1.673  2.525  -1.239  -0.21
C  -0.452  1.968  1.141  -0.20
C  1.276  -0.431  0.034  -0.14
O  -0.868  1.490  -1.819  -0.12
Si  0.279  1.462  -0.556  0.68
H  -1.840  -4.567  1.212  0.07
H  -1.001  -2.597  3.151  0.12
H  -1.278  -3.936  -1.165  0.07
H  0.317  -1.088  2.574  0.10
H  0.108  -2.241  -1.644  0.12
H  2.551  3.329  -3.074  0.06
H  1.055  2.470  -3.353  0.03
H  -1.974  3.127  2.016  0.02
H  -1.497  3.550  0.252  0.08
H  2.483  2.796  -0.556  0.06
H  -0.277  1.395  1.959  0.00
H  1.856  -0.245  0.857  0.04
H  1.854  -0.596  -0.779  0.03
H  -1.708  1.216  -1.941  -0.01

**Gap between HOMO and LUMO**: 8.62 eV
**SMILES**: C=C[Si](O)(C=C)Cc1ccccc1

---

Entry two
Molecular formula: C11H14OSi
Method: DFT, ωB97M-V with the def2-TZVPD basis set

Each line ends with the Löwdin charge.
Element x y z (Å)
C  1.161  0.845  -3.578  -0.10
C  0.022  1.252  -2.813  -0.07
C  2.071  0.001  -3.055  -0.04
C  -0.168  0.814  -1.551  -0.04
C  1.896  -0.512  -1.719  -0.16
C  0.740  -0.093  -0.905  -0.25
C  2.737  -1.371  -1.189  -0.10
C  0.593  -0.562  0.353  -0.11
C  -2.530  -0.504  0.863  -0.18
C  -0.669  1.622  2.194  -0.18
C  -0.501  -1.364  3.058  -0.19
O  3.480  -2.133  -0.726  0.23
Si  -0.785  -0.189  1.583  0.55
H  1.280  1.230  -4.579  0.10
H  -0.683  1.930  -3.269  0.10
H  2.942  -0.316  -3.607  0.12
H  -1.020  1.135  -0.974  0.09
H  1.360  -1.235  0.718  0.06
H  -2.895  0.347  0.298  0.01
H  -2.533  -1.359  0.193  0.03
H  -3.250  -0.702  1.650  0.02
H  0.362  1.963  2.209  0.02
H  -1.225  2.300  1.557  0.02
H  -1.061  1.726  3.201  0.02
H  0.524  -1.309  3.411  0.02
H  -1.149  -1.119  3.896  0.02
H  -0.699  -2.396  2.783  0.02

**Gap between HOMO and LUMO (spin up / spin down)**: 7.24 / 7.24 eV
**SMILES**: C[Si](C)(C)/C=c1\ccccc1=C=O

---

Entry three
Molecular formula: C11H14OSi
Method: DFT, ωB97M-V with the def2-TZVPD basis set

Each line ends with the Löwdin charge.
Element x y z (Å)
C  -4.581  -0.207  -0.178  -0.09
C  -4.278  0.995  0.365  -0.08
C  -3.625  -1.126  -0.709  0.01
C  -2.880  1.385  0.460  0.00
C  -2.344  -0.719  -0.520  -0.18
C  -1.954  0.487  0.032  -0.14
C  -0.916  -1.193  -0.474  0.06
C  -0.515  0.008  -0.071  -0.05
C  2.598  -1.185  -1.161  -0.18
C  2.668  -0.636  1.754  -0.18
C  3.326  1.853  -0.152  -0.15
O  0.807  0.879  0.071  -0.15
Si  2.227  0.213  0.107  0.38
H  -5.592  -0.560  -0.102  0.10
H  -4.951  1.602  0.939  0.09
H  -3.949  -1.940  -1.175  0.06
H  -2.564  2.402  0.622  0.11
H  -0.465  -2.158  -0.851  0.13
H  2.199  -1.070  -2.257  0.07
H  3.649  -1.164  -1.151  -0.01
H  2.411  -2.249  -0.993  0.02
H  3.558  -1.391  1.884  0.07
H  2.749  0.277  2.403  0.03
H  1.649  -1.092  1.948  0.03
H  3.070  2.469  -1.022  0.02
H  3.383  2.483  0.733  0.02
H  4.319  1.638  -0.503  0.00

**Gap between HOMO and LUMO**: 8.45 eV

---

Unit: eV. Relative energies: entry one 1.061; entry two 0.000; entry three 2.312.

---

Entry one
Molecular formula: C5H7NS2
Method: DFT, ωB97M-V with the def2-TZVPD basis set

Each line ends with the Löwdin charge.
Element x y z (Å)
C  -0.991  0.353  -1.297  -1.30
C  1.705  -0.157  -0.750  -0.40
C  1.035  0.271  0.585  -0.22
C  -0.247  -0.555  0.650  -0.36
C  -1.690  -0.137  0.958  -0.03
H  1.775  -1.172  -0.921  0.03
H  2.802  0.236  -0.812  0.12
H  1.749  0.265  1.528  0.16
H  0.723  1.246  0.560  0.06
H  0.136  -1.566  1.244  0.18
H  -2.381  -0.895  1.588  0.16
H  -1.822  0.939  0.933  0.09
N  -1.194  -0.632  -0.389  -0.09
S  -2.133  1.307  -1.863  0.68
S  0.533  0.496  -2.015  0.92

**Gap between HOMO and LUMO**: 8.68 eV

---

Entry two
Molecular formula: C5H7NS2
Method: DFT, ωB97M-V with the def2-TZVPD basis set

Each line ends with the Löwdin charge.
Element x y z (Å)
C  -1.066  0.522  0.008  -0.08
C  0.206  0.854  -0.093  -0.42
C  -1.876  2.556  1.019  -1.11
C  -1.780  -0.734  0.199  -0.12
C  1.471  0.091  -0.630  0.01
N  0.630  2.132  0.233  -0.31
S  -3.305  2.376  1.717  0.58
S  -0.447  3.338  0.920  0.93
H  -0.998  -1.579  0.206  0.10
H  -2.479  -1.015  -0.620  0.08
H  -2.448  -0.817  1.066  0.07
H  1.271  -0.969  -0.405  0.08
H  2.232  0.502  -0.058  0.05
H  1.341  0.148  -1.656  0.06
H  1.373  2.622  -0.250  0.08

**Gap between HOMO and LUMO (spin up / spin down)**: 7.39 / 7.39 eV

---

Unit: eV. Relative energies: entry one 0.000; entry two 1.750.

---

Entry one
Molecular formula: C4H14N4
Method: DFT, ωB97M-V with the def2-TZVPD basis set

Each line ends with the Löwdin charge.
Element x y z (Å)
C  -0.945  0.790  -0.711  -0.49
C  2.283  -0.100  0.917  -0.04
C  -0.767  -0.572  -0.581  -0.14
C  1.248  -0.903  1.622  -0.10
N  -1.476  1.516  0.322  0.14
N  -0.750  -1.218  -1.917  0.13
N  -0.699  1.468  -1.811  0.16
N  0.528  -0.503  2.673  0.21
H  1.891  0.186  -0.091  0.09
H  3.213  -0.766  0.668  0.15
H  2.510  0.807  1.568  0.12
H  -1.382  -1.226  0.103  0.14
H  1.015  -1.998  1.282  0.18
H  -2.171  1.167  0.991  0.13
H  -1.717  2.515  0.164  0.14
H  -0.067  -0.864  -2.637  0.17
H  -0.531  -2.249  -1.968  0.20
H  -0.432  1.061  -2.701  0.11
H  -0.640  2.565  -1.797  0.21
H  -1.660  -0.988  -2.413  0.19
H  0.723  0.377  3.248  0.20
H  -0.176  -1.063  3.070  0.12

**Total charge**: +2
**Gap between HOMO and LUMO**: 8.62 eV

---

Entry two
Molecular formula: C4H14N4
Method: DFT, ωB97M-V with the def2-TZVPD basis set

Each line ends with the Löwdin charge.
Element x y z (Å)
C  -1.573  -0.275  0.056  -0.30
C  -0.866  -1.242  -0.872  0.00
C  -1.855  -0.372  1.431  -0.04
C  3.978  0.368  -0.572  0.05
N  -2.426  0.505  -0.583  0.02
N  1.851  0.334  0.598  0.28
N  -3.364  1.291  -0.021  0.13
N  2.515  0.132  -0.414  0.01
H  0.030  -1.531  -0.231  0.08
H  -0.607  -1.143  -1.913  0.09
H  -1.435  -2.207  -0.748  0.13
H  -0.956  -0.963  1.936  0.15
H  -2.731  -0.925  1.789  0.13
H  -1.931  0.649  1.931  0.13
H  4.667  -0.390  -0.496  0.08
H  4.062  0.717  -1.603  0.12
H  4.415  1.074  0.219  0.15
H  -2.509  0.511  -1.616  0.21
H  2.312  0.726  1.406  0.14
H  -3.302  2.210  -0.409  0.13
H  -3.618  1.142  0.937  0.11
H  2.020  -0.505  -1.061  0.18

**Total charge**: +2
**Gap between HOMO and LUMO**: 7.52 eV

---

Unit: eV. Relative energies: entry one 0.000; entry two 3.029.